8
Properties=species:S:1:pos:R:3 method="wB97M-V/def2-TZVPD" multiplicity=3 relative_energy_kcal_mol=0.0 largest_force_ev_per_a=4.75
C 1.95 0.32 0.34
N -1.92 -0.32 -0.32
O -1.07 -1.06 0.28
O -2.74 -1.00 -0.92
O -1.79 0.83 -0.32
Cl 1.99 2.01 -0.05
Cl 0.77 -0.46 1.19
H 2.81 -0.32 -0.19